Record 1
Entry from the OMol25 dataset: C24H29Br9F5N2O7PS as an isolated structure (ωB97M-V/def2-TZVPD).

The geometry in XYZ format:
```
78
Properties=species:S:1:pos:R:3
C -2.39 1.45 -2.01
C -2.49 0.01 -2.39
C -3.82 -0.53 -2.79
N -1.49 -0.81 -2.36
N -0.76 -0.68 -1.17
C -1.24 -1.26 0.05
O -2.32 -1.72 0.27
C -0.06 -1.01 0.96
C -0.02 -1.08 2.34
C -1.30 -1.50 3.02
C -2.26 -0.34 3.26
O -3.43 -0.53 3.42
O -1.73 0.92 3.26
C 1.18 -0.78 2.99
S 1.18 -0.79 4.80
C 1.93 -2.29 5.35
O 1.93 0.37 5.19
O -0.15 -0.79 5.34
C 2.34 -0.46 2.26
C 3.71 -0.19 2.88
F 3.90 -0.84 4.05
F 4.68 -0.73 2.09
C 4.08 1.33 3.07
F 5.33 1.54 2.66
F 4.01 1.71 4.33
F 3.28 2.09 2.31
C 2.24 -0.36 0.86
P 3.70 0.22 -0.19
O 3.77 -1.00 -1.25
Br 2.83 2.05 -1.19
C 1.04 -0.63 0.24
C 0.62 -0.56 -1.22
O 1.26 -0.43 -2.22
H -3.26 1.76 -1.44
H -1.51 1.65 -1.39
H -2.31 2.04 -2.92
H -4.35 -0.71 -1.85
H -3.70 -1.48 -3.29
H -4.41 0.18 -3.37
H -1.15 -2.06 3.93
H -1.83 -2.16 2.34
H -1.41 1.11 2.36
H 2.76 -2.61 4.73
H 1.16 -3.05 5.32
H 2.23 -2.16 6.38
H 4.15 -0.69 -2.08
Br -7.33 0.03 0.63
C -6.61 0.37 2.41
C -7.48 1.33 3.18
Br -7.25 3.16 2.58
H -5.60 0.74 2.27
H -6.58 -0.60 2.89
H -7.19 1.33 4.23
H -8.54 1.10 3.09
Br -1.06 1.06 -5.21
C -0.99 2.41 -6.60
C -0.70 3.77 -6.02
Br -2.26 4.52 -5.15
H -1.93 2.37 -7.13
H -0.19 2.10 -7.27
H -0.44 4.47 -6.81
H 0.09 3.75 -5.28
Br 6.71 1.34 -1.87
C 6.85 3.01 -2.85
C 6.98 4.19 -1.93
Br 5.28 4.66 -1.11
H 5.97 3.07 -3.49
H 7.74 2.91 -3.46
H 7.28 5.07 -2.48
H 7.68 4.02 -1.12
Br 0.08 -6.37 0.58
C -1.04 -6.21 -1.00
C -0.61 -5.07 -1.88
Br -1.17 -3.35 -1.11
H -2.06 -6.10 -0.65
H -0.94 -7.16 -1.53
H -1.09 -5.12 -2.85
H 0.47 -5.03 -2.01
```

**Gap between HOMO and LUMO**: 7.4 eV
**HOMO energy**: -0.32358 Eh
**LUMO level**: -1.4 eV
**Net charge**: 0
**Relative energy (zero: lowest compared OMol25 entry of this formula, charge and spin)**: 0.00 kJ/mol
**Calculated total energy**: -706763.41457 eV

---

Record 2
Entry from the OMol25 dataset: C24H29BrFIrN2O5S2Si2 as an isolated structure (ωB97M-V/def2-TZVPD).

The geometry in XYZ format:
```
67
Properties=species:S:1:pos:R:3
Ir 1.00 -1.10 -0.08
C -0.62 4.86 0.85
Si 0.40 3.22 0.65
C 1.50 3.50 -0.86
C 1.46 3.05 2.24
C -0.87 1.85 0.66
C -0.85 0.91 1.74
C -1.69 1.18 2.84
C -1.65 0.40 3.97
C -0.74 -0.66 4.00
C 0.02 -0.90 2.89
N -0.04 -0.17 1.76
Si -2.19 1.46 -0.67
C -3.64 2.54 0.13
C -2.40 2.17 -2.45
C -2.93 -0.29 -0.40
H 0.04 5.72 0.99
H -1.29 4.82 1.71
H -1.22 5.04 -0.03
H 2.09 4.41 -0.80
H 0.91 3.53 -1.77
H 2.18 2.66 -0.96
H 2.21 3.83 2.33
H 1.99 2.10 2.21
H 0.85 3.06 3.14
H -2.34 2.03 2.77
H -2.28 0.63 4.82
H -0.62 -1.28 4.88
H 0.76 -1.69 2.89
H -3.42 3.60 0.08
H -3.81 2.29 1.17
H -4.59 2.38 -0.39
H -1.58 2.83 -2.69
H -3.33 2.73 -2.56
H -2.39 1.37 -3.18
H -3.36 -0.37 0.59
H -2.13 -1.03 -0.49
H -3.70 -0.53 -1.13
Br 0.24 -4.51 -2.23
C 1.06 -2.88 -2.76
C 1.91 -2.95 -3.82
C 2.42 -1.74 -4.34
C 1.90 -0.57 -3.83
C 0.96 -0.61 -2.81
N 0.60 -1.77 -2.17
C 0.25 0.62 -2.39
O 0.33 1.63 -3.08
O -0.48 0.45 -1.34
H 2.18 -3.90 -4.25
H 3.15 -1.76 -5.13
H 2.17 0.41 -4.21
O 4.83 0.05 -0.50
S 3.46 -0.39 -0.38
O 3.20 -1.65 -1.10
O 2.47 0.64 -0.69
S 3.09 -0.87 1.57
F 0.23 -6.90 2.02
C 0.33 -5.62 1.54
C -0.80 -4.84 1.46
C -0.69 -3.53 0.99
C 0.54 -3.00 0.59
C 1.65 -3.85 0.67
C 1.57 -5.14 1.15
H -1.76 -5.25 1.73
H -1.58 -2.93 0.93
H 2.62 -3.50 0.34
H 2.44 -5.78 1.20
```

**Gap between HOMO and LUMO (spin up / spin down)**: 3.7 / 3.8 eV
**HOMO energy (spin up / spin down)**: 0.01612 / 0.01157 Eh
**LUMO level (spin up / spin down)**: 4.1 / 4.1 eV
**Net charge**: -2
**Relative energy (zero: lowest compared OMol25 entry of this formula, charge and spin)**: 565.61 kJ/mol
**Calculated total energy**: -151600.85416 eV

---

Record 3
Entry from the OMol25 dataset: C24H29ClN3O2PPd as an isolated structure (ωB97M-V/def2-TZVPD).

The geometry in XYZ format:
```
61
Properties=species:S:1:pos:R:3
Pd -0.52 -0.74 -0.15
N 1.61 1.51 0.59
C 2.56 0.88 1.40
C 3.61 1.64 1.91
C 4.56 1.09 2.75
C 4.47 -0.25 3.11
C 3.43 -1.01 2.61
C 2.46 -0.49 1.76
P 1.03 -1.50 1.20
C 1.22 -3.01 2.21
C 1.96 -4.12 1.80
C 2.08 -5.23 2.63
C 1.46 -5.25 3.87
C 0.72 -4.15 4.29
C 0.59 -3.05 3.46
C 1.55 -2.14 -0.46
C 0.72 -3.08 -1.08
C 0.93 -3.45 -2.40
C 1.99 -2.90 -3.12
C 2.84 -2.00 -2.50
C 2.62 -1.61 -1.18
H 1.97 2.31 0.11
H 1.14 0.87 -0.06
H 3.68 2.69 1.62
H 5.37 1.71 3.12
H 5.21 -0.69 3.77
H 3.37 -2.05 2.90
H 2.45 -4.11 0.84
H 2.66 -6.08 2.30
H 1.55 -6.12 4.51
H 0.22 -4.16 5.25
H 0.00 -2.20 3.78
H -0.08 -3.54 -0.51
H 0.26 -4.16 -2.87
H 2.15 -3.18 -4.15
H 3.67 -1.58 -3.05
H 3.29 -0.90 -0.71
Cl -3.04 -1.67 -4.44
C -2.16 -0.24 -3.85
C -1.93 -0.20 -2.34
O -2.48 -1.02 -1.58
O -1.15 0.72 -1.97
H -2.74 0.64 -4.14
H -1.20 -0.21 -4.35
N -1.20 1.47 2.03
C -2.19 2.32 1.29
C -3.06 1.39 0.49
N -3.74 0.43 1.36
C -2.81 -0.32 2.21
C -1.91 0.59 3.00
H -0.50 2.04 2.49
H -0.69 0.86 1.33
H -1.64 2.99 0.63
H -2.72 2.90 2.05
H -2.40 0.90 -0.22
H -3.79 1.94 -0.09
H -4.10 -0.29 0.74
H -2.15 -0.97 1.61
H -3.38 -0.96 2.89
H -1.17 0.03 3.56
H -2.46 1.26 3.67
```

**Gap between HOMO and LUMO**: 6.9 eV
**HOMO energy**: -0.24831 Eh
**LUMO level**: 0.2 eV
**Net charge**: 0
**Relative energy (zero: lowest compared OMol25 entry of this formula, charge and spin)**: 120.50 kJ/mol
**Calculated total energy**: -59215.20986 eV

---

Record 4
Entry from the OMol25 dataset: one molecule with the formula C24H29FN4O5 (ωB97M-V/def2-TZVPD).

The geometry in XYZ format:
```
63
Properties=species:S:1:pos:R:3
C 4.98 1.67 1.32
O 4.80 1.90 -0.06
C 5.90 1.56 -0.86
C 6.20 0.05 -0.93
N 5.03 -0.70 -1.30
C 4.28 -1.37 -0.42
O 4.55 -1.58 0.75
C 2.97 -1.85 -1.04
O 2.69 -1.63 -2.21
N 2.21 -2.50 -0.16
C 0.81 -2.77 -0.37
C -0.05 -1.92 0.60
C 0.43 -0.48 0.68
C 0.54 0.11 1.93
C 0.99 1.42 2.09
C 1.34 2.11 0.96
C 1.23 1.52 -0.30
C 0.78 0.24 -0.47
O 1.64 2.42 -1.25
C 2.08 3.56 -0.55
O 1.82 3.39 0.83
N -1.46 -2.10 0.30
C -2.32 -1.78 1.43
C -3.78 -1.70 0.99
N -3.95 -0.57 0.10
C -5.19 -0.03 -0.13
C -5.31 1.21 -0.79
C -6.55 1.77 -1.02
C -7.69 1.11 -0.59
F -8.91 1.66 -0.81
C -7.60 -0.10 0.07
C -6.36 -0.67 0.29
C -2.80 -0.24 -0.71
C -1.96 -1.51 -0.94
H 5.93 2.10 1.67
H 4.15 2.17 1.82
H 4.95 0.60 1.57
H 6.81 2.08 -0.52
H 5.64 1.92 -1.86
H 6.52 -0.32 0.05
H 7.00 -0.12 -1.65
H 4.61 -0.55 -2.21
H 2.58 -2.55 0.78
H 0.59 -2.54 -1.41
H 0.59 -3.83 -0.19
H 0.08 -2.36 1.60
H 0.29 -0.46 2.81
H 1.07 1.87 3.07
H 0.74 -0.18 -1.46
H 1.55 4.45 -0.91
H 3.17 3.68 -0.70
H -2.20 -2.57 2.18
H -2.05 -0.82 1.90
H -4.40 -1.55 1.88
H -4.07 -2.65 0.52
H -4.43 1.74 -1.10
H -6.64 2.72 -1.52
H -8.50 -0.60 0.40
H -6.31 -1.62 0.79
H -2.18 0.52 -0.22
H -3.13 0.14 -1.68
H -2.59 -2.25 -1.44
H -1.14 -1.27 -1.61
```

**Gap between HOMO and LUMO**: 8.1 eV
**HOMO energy**: -0.27427 Eh
**LUMO level**: 0.6 eV
**Net charge**: 0
**Relative energy (zero: lowest compared OMol25 entry of this formula, charge and spin)**: 65.00 kJ/mol
**Calculated total energy**: -44273.91839 eV
**SMILES string**: COCCNC(=O)C(=O)NC[C@@H](c1ccc2c(c1)OCO2)N1CCN(c2ccc(F)cc2)CC1

---

| no. | F_max (eV/A) |
| --- | --- |
| 1 | 4.5 |
| 2 | 5.6 |
| 3 | 0.9 |
| 4 | 1.4 |